1.
ORCA calculation (ωB97M-V/def2-TZVPD) on a molecular structure, C25H44AlClCsF2KN6O8S in a non-equilibrium geometry.

```
90
Properties=species:S:1:pos:R:3:forces:R:3
H 0.2713 0.6975 4.8888 -1.24 -0.36 0.34
F -1.3529 -6.8270 4.4534 1.17 1.26 -0.38
H -0.8610 -4.8422 4.8856 -0.02 -0.99 -0.61
O -1.2683 6.6360 -6.9330 -0.79 0.25 0.64
O 7.0332 -5.6218 3.0876 -0.31 0.00 0.07
C -0.9092 3.8415 -3.6074 0.06 0.42 -0.01
N 3.5190 -0.8601 1.6585 -1.62 -2.08 -2.20
N 3.9797 -3.5767 2.9708 -2.04 -0.87 -2.20
Cs 4.3753 -0.2071 -2.4321 1.65 2.02 -3.12
C -1.3912 0.1746 6.3568 0.05 0.62 -0.33
H -1.2429 1.0467 1.4532 1.00 -0.74 -0.57
C -3.5611 6.8341 -6.8225 -0.40 -0.06 0.07
N -0.5649 3.2255 -4.7763 0.12 0.35 0.37
S 4.4358 -4.5258 0.3088 -0.89 0.08 3.32
H 0.9801 -5.4734 2.7002 -0.16 -0.59 0.98
C 0.8108 0.5676 2.1356 -0.01 0.36 -0.28
H -3.1220 -1.4615 8.1665 0.29 0.40 -0.99
C -0.3337 0.5302 1.0086 -0.46 0.55 0.81
H -1.2465 -5.2500 3.1423 0.59 -0.48 1.14
H 7.3248 -5.5214 4.0026 0.13 -0.04 -0.10
C 1.1264 -0.8257 2.7908 3.08 -1.24 -0.33
H -0.6282 -0.5468 0.8573 0.31 1.06 -0.38
C 0.8292 -5.7883 3.7940 -0.36 0.80 0.45
H -0.8543 4.9372 -3.6599 0.00 -0.08 -0.11
H -1.3596 1.3082 4.4201 0.47 -1.00 0.56
H -0.8575 -0.7323 6.7639 -0.51 1.13 -0.08
H -1.6518 3.0548 -11.5203 -0.13 0.08 0.08
H -3.5392 7.8402 -7.2367 0.09 -0.13 -0.08
O -1.2457 3.2608 -2.5921 0.20 -0.42 -0.21
H -1.6923 -1.5578 4.5144 1.10 0.56 -0.77
C -3.1651 -1.5320 7.0270 -1.40 -0.90 -0.81
H -1.6060 -0.5975 2.9958 1.13 -0.27 0.85
H 1.3128 1.0930 -2.1062 0.36 -0.25 1.49
H -0.8498 3.7454 -6.7792 0.21 0.38 -0.26
H -5.3950 -1.4772 6.8001 0.78 -0.87 -0.49
C 3.5222 -1.3024 0.4870 0.05 -0.54 -2.55
H 1.3684 -4.7356 5.7267 0.63 -0.27 -0.95
H 1.1323 -6.8834 3.9412 -0.92 1.07 0.36
O -2.2083 6.3235 -5.0051 0.27 -0.09 -0.23
C 0.0273 1.3106 -0.3142 -0.40 -0.57 -0.67
C 1.5889 -3.3597 3.9935 1.62 0.28 -0.40
C -0.5980 1.7788 -4.8299 0.11 0.07 0.22
H -1.8626 1.9455 -10.1430 -0.34 0.46 0.36
F -2.5554 -0.3433 9.2199 0.23 0.17 0.20
Al 2.6056 -6.9826 2.5995 0.92 -0.55 -0.59
K -0.9019 0.4577 -11.5940 0.17 -0.89 -0.71
C 2.7378 -2.8375 3.1445 -2.90 2.70 0.21
H -0.8154 1.1029 -1.0487 0.93 0.36 0.94
H -1.1396 1.0949 6.9667 -0.14 -1.28 -0.53
N -2.2356 6.5773 -6.2016 -0.32 0.26 -0.39
O 3.5647 -1.6472 -0.6997 -0.98 0.01 8.01
C -1.0292 -0.8355 3.9389 -1.79 0.10 1.17
C 4.0680 -4.1290 1.8398 1.53 1.35 -1.29
H -4.3282 6.7479 -6.0571 0.17 0.02 0.01
N 0.4182 -2.7046 4.2102 2.95 -0.95 -0.95
C 1.7505 -4.7927 4.6727 -0.97 0.65 -1.47
H 0.0827 1.3821 -4.0720 -0.08 -0.22 -0.06
H -2.3630 -2.2726 6.6869 -0.55 0.96 0.27
O -0.4391 4.4567 -9.0592 -0.03 -0.51 0.11
H 1.2971 -0.3556 -0.9648 0.30 1.29 -0.11
C -2.9550 -0.0834 6.3939 0.47 -1.76 0.33
H -4.4478 -2.3264 5.4149 -0.64 0.05 1.20
H 8.4684 -1.9778 -5.2748 0.29 -0.17 -0.08
C -0.8352 0.4247 4.9026 0.22 0.50 -0.58
N 0.2723 -1.5288 3.6324 -0.33 2.40 -1.53
H 0.8537 3.6668 -6.2329 -0.07 -0.41 -0.36
C -1.2946 2.8029 -10.5171 0.42 -0.16 -0.30
H 0.5281 1.3624 2.8910 0.38 -1.28 -0.58
O 7.7037 -1.4334 -5.0850 -0.77 0.30 0.40
H 2.8270 -5.1065 4.5736 -0.93 0.48 0.58
H -3.5010 0.6528 7.0466 0.69 -0.70 -0.82
H -4.7327 -3.1765 7.0566 0.17 1.13 -0.70
H -0.2996 1.4235 -5.8156 -0.01 0.14 0.04
Cl 1.1495 5.5746 -7.1011 2.02 0.71 -0.57
C -1.4899 4.0012 -9.5834 -0.82 0.67 0.20
H -3.3970 -0.1309 5.3440 0.46 0.42 1.00
C 2.4817 -1.4786 2.4952 -1.85 -2.25 2.47
C -0.1682 3.9682 -5.9535 -1.01 -1.10 0.58
C -4.5534 -2.1844 6.5404 1.03 0.57 0.28
H 6.1486 -5.2427 3.0822 0.17 0.07 0.10
C 1.3474 0.7816 -1.0090 -0.49 0.12 0.35
H -3.7056 6.0877 -7.6039 0.19 0.12 -0.09
O -2.6641 4.3807 -9.4595 0.49 -0.24 0.25
H -0.2391 2.5182 -10.5866 0.11 0.34 0.18
H 0.0261 2.4399 -0.2031 0.13 -1.43 0.13
C -0.7302 -5.6192 4.0836 -0.55 0.24 -0.34
H -0.1929 5.0485 -5.7516 -0.63 0.02 0.22
H 2.2801 1.1826 -0.4555 -1.27 -0.64 -1.07
H -1.6102 1.4355 -4.6063 0.09 -0.09 0.00
H 1.7419 0.9717 1.6268 -0.86 -0.88 0.91
```
Positions in Å, forces in eV/Å.

Summary:
Total energy, eV: -104184.5266
Charge: +2
HOMO, eV: -9.41
HOMO-LUMO gap, eV: 0.9
Largest force on an atom, eV Å⁻¹: 8.07

In the Mulliken picture, each atom carries the following charge in e: H 0.506; F -0.317; H 0.139; O -0.435; O -0.611; C -0.029; N -0.497; N -0.361; Cs 1.036; C -0.919; H 0.375; C -0.772; N 0.267; S -0.059; H 0.197; C -0.860; H 0.517; C -0.538; H 0.256; H 0.332; C 0.818; H 0.444; C 0.063; H 0.452; H 0.307; H 0.266; H 0.438; H 0.303; O -0.564; H 0.358; C -0.243; H 0.157; H 0.016; H 0.616; H 0.285; C 0.784; H 0.411; H 0.101; O -0.580; C -1.113; C 0.142; C -0.613; H 0.264; F -0.759; Al 0.644; K 1.024; C 0.444; H 0.346; H 0.389; N 0.951; O -0.767; C -0.611; C 0.244; H 0.312; N -0.849; C -1.091; H -0.073; H -0.042; O -0.522; H 0.238; C -0.594; H 0.222; H 0.230; C -0.559; N 1.003; H 0.456; C -1.231; H 0.298; O -0.776; H 0.385; H 0.382; H 0.348; H 0.378; Cl -0.067; C 0.605; H 0.320; C 0.237; C -1.398; C -1.123; H 0.294; C -0.515; H 0.274; O -0.632; H 0.408; H 0.345; C -0.124; H 0.385; H 0.352; H 0.326; H 0.554

***

2.
ORCA calculation (ωB97M-V/def2-TZVPD) on a single C2H4ClFN2 molecule in a non-equilibrium geometry.

```
10
Properties=species:S:1:pos:R:3:forces:R:3
N 1.5938 -0.1188 -0.3587 -1.15 0.40 -3.71
H -0.7290 -0.2168 1.8410 0.93 -0.45 0.92
Cl -0.8705 1.9263 -0.4110 -0.20 1.53 -0.75
H -2.2066 0.0042 0.1068 2.02 0.88 0.32
N 1.0756 -0.3889 0.7955 -0.27 -0.19 2.72
C -1.0866 0.2567 -0.0927 -2.71 -1.54 -0.46
H 0.8284 -0.1253 -1.1468 2.93 -0.15 1.35
C -0.1460 -0.1532 0.9362 -2.18 -0.31 1.67
F -0.8841 -0.5322 -1.2144 0.00 0.05 -1.24
H 2.4251 -0.6520 -0.4559 0.63 -0.21 -0.82
```
Positions in Å, forces in eV/Å.

Summary:
Total energy, eV: -20356.8464
HOMO, eV: -9.11
Structure (SMILES): N/N=C\[C@H](F)Cl
HOMO-LUMO gap, eV: 10.0
ΔE to the lowest compared entry with this formula, charge and spin, eV: 2.0264
Largest force on an atom, eV Å⁻¹: 3.90

In the natural (NBO) picture, each atom carries the following charge in e: N -0.611; H 0.192; Cl 0.006; H 0.210; N -0.164; C 0.092; H 0.369; C -0.109; F -0.359; H 0.374